Record 1
{
  "formula": "C3H7NS2",
  "method": "wB97M-V/def2-TZVPD",
  "elements": ["S", "C", "N", "C", "C", "S", "H", "H", "H", "H", "H", "H", "H"],
  "positions_angstrom": [[-3.684, -0.139, -0.271], [-2.136, -0.558, 0.002], [-1.104, 0.267, -0.109], [0.140, 0.017, 0.530], [1.265, 0.143, -0.566], [2.987, -0.343, -0.224], [-1.926, -1.623, -0.006], [-1.426, 1.260, 0.012], [0.264, 0.668, 1.359], [0.207, -1.056, 0.924], [1.202, 1.153, -0.973], [0.802, -0.425, -1.311], [3.410, 0.634, 0.632]],
  "forces_ev_per_angstrom": [[-0.396, 0.202, 0.333], [-1.298, -0.926, -1.547], [-0.769, 2.336, 1.087], [2.433, -2.459, -0.245], [-0.604, 1.648, 1.801], [-0.318, -0.013, 0.177], [0.516, -0.051, 0.571], [0.447, -1.243, -0.611], [0.315, 0.621, 0.770], [-0.343, 1.416, -0.459], [0.329, 0.167, 0.124], [0.298, -1.422, -1.553], [-0.610, -0.277, -0.448]],
  "spin_multiplicity": 1,
  "smiles": "S=CNCCS"
}

Record 2
{
  "formula": "C3H7NS3",
  "method": "wB97M-V/def2-TZVPD",
  "elements": ["C", "S", "C", "S", "C", "N", "S", "H", "H", "H", "H", "H", "H", "H"],
  "positions_angstrom": [[0.044, -1.264, 2.113], [0.336, 0.474, 1.883], [1.319, 0.417, 0.371], [0.435, 0.025, -1.220], [-0.860, 1.155, -1.178], [-1.757, 1.299, -2.081], [-1.802, 0.415, -3.479], [-0.339, -1.452, 3.144], [1.009, -1.713, 1.957], [-0.729, -1.589, 1.422], [2.099, -0.436, 0.394], [1.916, 1.352, 0.269], [-0.928, 1.838, -0.314], [-0.745, -0.522, -3.280]],
  "forces_ev_per_angstrom": [[-0.770, -0.026, 0.621], [0.344, 0.897, -0.180], [1.283, -0.927, -0.479], [0.830, -0.322, 0.700], [-1.216, 1.147, -0.247], [0.648, 0.142, 0.895], [1.048, -1.280, -0.125], [0.501, 0.260, -0.725], [0.079, -0.771, 0.031], [0.227, -0.332, -0.154], [-1.224, 1.277, 0.202], [-0.727, -0.554, 0.092], [0.128, -0.487, -0.317], [-1.150, 0.975, -0.313]],
  "spin_multiplicity": 1,
  "smiles": "CSCS/C=N\\S"
}

Record 3
{
  "formula": "C3H7O",
  "method": "wB97M-V/def2-TZVPD",
  "elements": ["C", "C", "C", "O", "H", "H", "H", "H", "H", "H", "H"],
  "positions_angstrom": [[0.581, -0.981, 1.473], [0.630, 0.055, 0.319], [-0.642, 0.082, -0.568], [-0.648, 1.062, -1.474], [1.179, -0.695, 2.340], [-0.416, -1.331, 1.743], [1.087, -1.896, 1.120], [1.539, -0.131, -0.253], [0.698, 1.056, 0.760], [-1.475, 0.117, 0.193], [-0.709, -0.973, -0.956]],
  "forces_ev_per_angstrom": [[0.862, -0.815, -0.960], [-0.345, 0.095, 1.188], [0.444, 0.061, 0.134], [-0.124, -0.222, -0.067], [-0.330, 0.221, 0.224], [-0.181, 0.470, 0.190], [-0.142, 0.026, 0.046], [-0.045, 0.171, -0.282], [0.134, 0.037, -0.163], [-0.129, 0.070, -0.018], [-0.144, -0.114, -0.293]],
  "spin_multiplicity": 1,
  "charge": -1,
  "smiles": "CCC[O-]"
}

Record 4
{
  "formula": "C3H7O2P",
  "method": "wB97M-V/def2-TZVPD",
  "elements": ["C", "P", "C", "O", "C", "O", "H", "H", "H", "H", "H", "H", "H"],
  "positions_angstrom": [[0.618, -1.187, -1.303], [-0.530, -0.443, -0.279], [-0.522, 1.312, -0.643], [-0.237, -0.785, 1.314], [0.763, -0.294, 2.116], [1.845, 0.104, 1.808], [0.574, -0.580, -2.133], [0.316, -2.132, -1.643], [-1.947, -0.609, -0.106], [-0.368, 1.940, 0.228], [0.435, 1.437, -1.281], [-1.377, 1.640, -1.228], [0.429, -0.403, 3.151]],
  "forces_ev_per_angstrom": [[-1.628, 0.247, 2.252], [0.467, -0.349, -0.438], [2.468, 0.412, -0.921], [-0.044, 0.761, 0.165], [0.562, -0.510, 0.008], [-0.899, 0.073, -0.306], [0.448, 1.713, -2.102], [0.038, -1.824, 0.020], [0.534, -0.479, -0.086], [-0.234, 0.081, 0.180], [-1.511, 0.011, 0.949], [-0.140, -0.166, 0.137], [-0.063, 0.030, 0.141]],
  "spin_multiplicity": 1,
  "smiles": "C=[P@H](C)OC=O"
}

Listing ΔE to the lowest compared entry with this formula, charge and spin for the structures above in their given order: 91.8, 109.5, 46.8, 219.4 kJ/mol.